Below is a 2-piece molecular cluster, C5H11NO overall in a non-equilibrium geometry, with properties calculated with ωB97M-V/def2-TZVPD.

Last column: Löwdin charge in e.
CARTESIAN COORDINATES (ANGSTROEM)
C: 1.2671 1.1542 0.5378  0.094
C: -1.8200 1.0777 -0.7538  -0.208
C: 0.4163 -1.7698 1.1218  -0.100
N: -1.1449 0.5276 0.4107  -0.038
C: 1.2384 0.1331 -0.3756  -0.451
C: 0.4478 -1.0041 -0.1628  -0.107
O: 1.6730 0.4347 -1.6580  0.002
H: 1.6711 -0.3671 -2.1910  0.093
H: -1.8532 0.4987 1.1582  0.051
H: 1.0400 0.9981 1.5750  0.052
H: 1.6599 2.1203 0.2545  0.073
H: 0.1732 -1.5721 -1.0507  0.116
H: -1.1054 1.1443 -1.5776  0.061
H: -2.2123 2.0878 -0.5667  0.072
H: -2.6774 0.4639 -1.0725  0.067
H: -0.4854 -2.3797 1.1788  0.074
H: 1.2800 -2.4423 1.1888  0.082
H: 0.4317 -1.1052 1.9830  0.068

Atomic forces in eV per Å
C 0.8 -0.7 -0.5
C 0.0 -0.3 0.0
C -0.1 0.0 0.0
N -0.3 0.4 0.2
C 0.2 1.2 0.2
C -0.4 -0.3 0.4
O -0.1 -0.1 -0.1
H 0.0 0.1 0.1
H -0.2 -0.5 -0.2
H -0.2 -0.1 0.0
H 0.1 0.0 -0.1
H -0.1 0.1 0.0
H 0.0 0.0 0.0
H 0.1 -0.1 0.1
H 0.1 0.1 -0.1
H 0.0 0.0 0.0
H 0.0 0.1 0.0
H 0.1 0.0 0.0

Results
net charge = 0
total energy = -326.94004 hartree
highest occupied orbital energy (spin up / spin down) = -7.8491 / -7.5725 eV
relative energy (zero: lowest compared OMol25 entry of this formula, charge and spin) = 5.206 eV
Kohn-Sham gap (spin up / spin down) = 7.98 / 7.75 eV